Entry 1:
The following is a quantum chemistry calculation of a cluster of 14 separate species, C3H31N2O16 in total, from the Open Molecules 2025 dataset.

Values from the calculation:
molar mass = 351.28 g mol⁻¹
spin multiplicity = 2
energy = -39353.6439 eV
gap between HOMO and LUMO (alpha / beta) = 10.77 / 5.58 eV
<S²> = 0.758
ΔE to the lowest compared entry with this formula, charge and spin = 0.0 kcal per mole
HOMO (alpha / beta) = -11.2 / -11.2 eV

XYZ file:
```
52
Properties=species:S:1:pos:R:3:nbo_charge:R:1
O 1.2616 -0.7284 -3.0481 -0.55
C 1.7334 -0.1547 -2.0957 0.68
N 2.6456 0.8138 -2.1521 -0.81
C 1.3726 -0.6597 -0.6557 -0.37
N 0.1334 0.0283 -0.3995 -0.29
C -0.1199 1.1794 0.4061 0.84
O -1.3028 1.5623 0.3751 -0.67
O 0.8121 1.6116 1.1032 -0.74
H 2.7992 1.5822 -1.4918 0.45
H 2.9508 1.1052 -3.0715 0.42
H 2.2407 -0.6558 -0.0045 0.28
H 0.9319 -1.6827 -0.7329 0.32
H -0.5492 -0.3692 -1.0503 0.43
H -1.4887 3.4347 -1.6209 0.47
H -0.5501 4.1902 -2.5575 0.47
O -1.4479 4.2026 -2.1932 -0.94
H -1.4813 1.1870 3.0865 0.48
H -0.3946 0.2825 3.6444 0.49
O -1.3583 0.4658 3.7059 -0.96
H -2.6967 0.9770 -0.4786 0.49
H -4.2205 1.6429 -0.4629 0.49
O -3.6070 1.0146 -0.8487 -1.01
H 1.2405 -4.1384 -1.6362 0.51
H -0.1773 -3.7986 -1.2349 0.51
O 0.7389 -3.6805 -0.9394 -0.98
H -3.2168 -0.8767 -0.1349 0.48
H -2.5243 -1.8893 0.8837 0.50
O -3.1400 -1.8162 0.1001 -1.02
H 3.6313 1.3629 0.3229 0.45
H 2.4338 2.2653 0.5668 0.50
O 3.3775 2.2979 0.3187 -0.94
H -1.6941 -1.2419 2.7028 0.52
H -0.7300 -1.1424 1.5024 0.46
O -1.3370 -1.7447 1.9414 -0.94
H 1.6940 1.6008 3.9491 0.47
H 1.1693 2.6678 2.9884 0.48
O 1.3173 2.4877 3.9126 -0.95
H -0.6447 3.7558 0.7453 0.47
H -0.8196 4.7965 -0.1543 0.48
O -0.0571 4.2852 0.1946 -0.95
H 1.7050 -3.3080 1.9561 0.48
H 1.8097 -3.3538 0.4837 0.50
O 2.1804 -2.8652 1.2447 -0.99
H 0.1261 -2.3730 -3.3227 0.47
H -0.9553 -3.3293 -3.1509 0.48
O -0.1588 -3.2382 -3.6858 -0.96
H -3.0321 -2.2562 -1.5832 0.52
H -2.3109 -1.5071 -2.7204 0.46
O -2.5234 -2.4026 -2.4102 -0.99
H 1.7410 -1.2370 2.4611 0.50
H 1.1913 0.1715 2.2847 0.48
O 1.3012 -0.5222 2.9567 -0.99
```

Entry 2:
The following is a quantum chemistry calculation of a cluster of 2 separate species, CH2FNS in total, from the Open Molecules 2025 dataset.

Values from the calculation:
molar mass = 79.10 g mol⁻¹
energy = -16111.7326 eV
gap between HOMO and LUMO = 10.13 eV
SMILES string = N=C=S.F
ΔE to the lowest compared entry with this formula, charge and spin = 6.9 kcal per mole
HOMO = -9.5 eV

XYZ file:
```
6
Properties=species:S:1:pos:R:3:nbo_charge:R:1
C -0.6528 0.6561 0.8668 0.25
N -0.7930 -0.3720 0.2539 -0.66
F 1.2255 -0.5779 -1.4727 -0.56
S -0.1695 1.9491 1.6638 -0.02
H 2.0009 -0.9344 -1.0763 0.56
H -1.6111 -0.7209 -0.2356 0.42
```

Entry 3:
The following is a quantum chemistry calculation of a cluster of 2 separate species, C6H12N2 in total, from the Open Molecules 2025 dataset.

Values from the calculation:
molar mass = 112.18 g mol⁻¹
energy = -9391.8936 eV
gap between HOMO and LUMO = 8.96 eV
ΔE to the lowest compared entry with this formula, charge and spin = 114.3 kcal per mole
HOMO = -8.1 eV

XYZ file:
```
20
Properties=species:S:1:pos:R:3:nbo_charge:R:1
C 0.2377 0.9005 0.1195 -0.31
C -1.8644 -1.1235 0.6494 -0.19
C -1.8125 -0.1322 1.5361 -0.39
C 2.6817 1.1490 -1.3042 -0.42
C -2.6955 -1.1165 -0.5954 -0.65
N 1.8857 1.3380 -0.1018 -0.55
C 1.1387 -0.0117 0.5620 0.43
N 1.4403 -1.1634 0.9429 -0.76
H 2.0391 2.2122 0.3858 0.40
H -0.3680 0.7721 -0.7680 0.21
H -1.2952 -2.0259 0.8373 0.21
H 2.2837 -1.2136 1.5094 0.37
H -1.2154 -0.2156 2.4344 0.20
H -2.4125 0.7620 1.4311 0.19
H 3.7432 1.0617 -1.0575 0.20
H 2.3892 0.2206 -1.7981 0.22
H 2.5536 1.9663 -2.0186 0.20
H -2.0727 -1.2743 -1.4784 0.21
H -3.2318 -0.1757 -0.7112 0.21
H -3.4248 -1.9300 -0.5749 0.22
```

Entry 4:
The following is a quantum chemistry calculation of a structure of composition CH2BrN3O5S, from the Open Molecules 2025 dataset.

Values from the calculation:
molar mass = 248.01 g mol⁻¹
energy = -96646.1648 eV
gap between HOMO and LUMO (alpha / beta) = 7.73 / 7.73 eV
HOMO (alpha / beta) = -9.2 / -9.2 eV

XYZ file:
```
13
Properties=species:S:1:pos:R:3:nbo_charge:R:1
C 2.1862 -0.7913 0.0837 -0.20
N 2.0921 0.5645 -0.2522 -0.24
N 1.0780 1.2089 -0.2590 0.21
N -0.9982 2.2740 0.0251 0.68
O 0.8498 2.4197 -0.4314 -0.32
O -1.6350 3.1929 -0.2654 -0.22
O -1.0507 1.1360 0.2636 -0.19
O -2.8195 -1.3138 -0.9445 -0.85
O -2.9103 -2.4625 1.2244 -0.84
S -2.4231 -2.3899 -0.1160 1.68
Br 0.3174 -1.7225 0.3575 -0.17
H 2.6703 -0.6650 1.0277 0.23
H 2.6429 -1.4511 -0.7135 0.25
```

Entry 5:
The following is a quantum chemistry calculation of the molecule C23H25FN2O6S2, from the Open Molecules 2025 dataset.

Values from the calculation:
molar mass = 508.59 g mol⁻¹
energy = -63908.1547 eV
gap between HOMO and LUMO = 8.83 eV
SMILES string = O=S(=O)(NC[C@H]1CCCO1)c1ccc(S(=O)(=O)N(Cc2ccc(F)cc2)Cc2ccco2)cc1
ΔE to the lowest compared entry with this formula, charge and spin = 5.9 kcal per mole
HOMO = -8.7 eV

XYZ file:
```
59
Properties=species:S:1:pos:R:3:nbo_charge:R:1
O -3.2330 -3.2383 1.4040 -0.94
S -3.4397 -2.9384 0.0194 2.32
O -3.7219 -3.9971 -0.9014 -0.93
N -4.7300 -1.9014 -0.0725 -0.86
H -5.0466 -1.7467 -1.0151 0.40
C -4.8015 -0.7627 0.8078 -0.25
H -4.1118 -0.9748 1.6266 0.23
H -5.8183 -0.6935 1.2128 0.20
C -4.4559 0.5765 0.1357 0.09
H -5.0828 0.6796 -0.7621 0.17
C -4.6561 1.7676 1.0917 -0.43
H -5.5966 2.2814 0.9086 0.22
H -4.6438 1.4165 2.1242 0.20
C -3.4343 2.6424 0.8136 -0.42
H -3.1345 3.2434 1.6679 0.22
C -2.3941 1.5888 0.4452 -0.07
H -1.5773 1.9625 -0.1739 0.22
O -3.1041 0.6159 -0.3040 -0.55
H -1.9755 1.1287 1.3521 0.15
H -3.6166 3.2963 -0.0387 0.21
C -2.0249 -2.0094 -0.5735 -0.29
C -1.9535 -1.6834 -1.9133 -0.18
C -0.9615 -0.8153 -2.3392 -0.17
C -0.0727 -0.3068 -1.4109 -0.34
C -0.1106 -0.6776 -0.0794 -0.14
C -1.1017 -1.5471 0.3436 -0.21
H -1.1948 -1.8570 1.3728 0.25
H 0.6095 -0.2584 0.6049 0.25
S 1.0396 1.0102 -1.8961 2.32
O 1.2260 0.9678 -3.3193 -0.94
O 0.5437 2.2252 -1.3211 -0.93
N 2.4446 0.5624 -1.0974 -0.68
C 3.2281 1.5943 -0.4416 -0.27
C 2.4185 2.3132 0.5831 0.30
C 2.2827 3.6413 0.8544 -0.29
C 1.3873 3.7327 1.9482 -0.30
C 1.0489 2.4553 2.2585 0.08
O 1.6766 1.5864 1.4435 -0.42
H 0.4040 2.0429 3.0087 0.20
H 1.0465 4.6274 2.4270 0.23
H 2.7495 4.4522 0.3356 0.23
H 3.6228 2.3272 -1.1586 0.21
H 4.0710 1.0861 0.0439 0.23
C 3.2067 -0.4430 -1.8162 -0.24
C 3.8607 -1.3925 -0.8485 -0.06
C 3.0797 -2.2825 -0.1190 -0.18
C 3.6551 -3.1350 0.8044 -0.26
C 5.0260 -3.0881 0.9891 0.40
C 5.8282 -2.2162 0.2770 -0.28
C 5.2337 -1.3669 -0.6404 -0.19
H 5.8498 -0.6832 -1.2060 0.21
H 6.8937 -2.2083 0.4435 0.23
F 5.5958 -3.9167 1.8863 -0.32
H 3.0607 -3.8311 1.3744 0.23
H 2.0124 -2.3056 -0.2794 0.22
H 3.9548 0.0259 -2.4688 0.20
H 2.4913 -0.9738 -2.4474 0.23
H -0.8754 -0.5025 -3.3679 0.25
H -2.6784 -2.0965 -2.5967 0.24
```

Entry 6:
The following is a quantum chemistry calculation of a structure of composition C41H29Cl5O2P2Rb, from the Open Molecules 2025 dataset.

Values from the calculation:
molar mass = 878.36 g mol⁻¹
energy = -128930.8888 eV
gap between HOMO and LUMO = 5.37 eV
net charge = -1
ΔE to the lowest compared entry with this formula, charge and spin = 2.9 kcal per mole
HOMO = -3.6 eV

XYZ file:
```
80
Properties=species:S:1:pos:R:3:lowdin_charge:R:1
Rb 0.3001 0.1798 0.0135 0.76
Cl -2.5686 1.2729 1.6226 0.56
C -2.7176 -0.3626 2.3247 -0.71
C -1.8837 -1.3570 1.8645 -0.21
C -2.0825 -2.5867 2.4451 -0.72
Cl -1.0824 -3.9491 1.8973 0.56
C -3.0281 -2.8538 3.4333 -0.72
Cl -3.2277 -4.4268 4.1305 0.62
C -3.8396 -1.8040 3.8660 -0.71
Cl -5.0334 -2.0762 5.0937 0.62
C -3.6921 -0.5331 3.3067 -0.72
Cl -4.7106 0.7597 3.8451 0.63
O 1.8237 -2.1592 0.5897 -0.41
P 2.6590 -3.0134 -0.2721 0.70
C 4.0864 -2.0992 -0.9755 -0.28
P 3.4949 -0.8516 -2.1673 0.71
O 2.1117 -0.4140 -1.8746 -0.47
C 3.6173 -1.6535 -3.7836 -0.27
C 2.5455 -1.4425 -4.6465 -0.05
C 2.5293 -2.0416 -5.8977 -0.07
C 3.5820 -2.8540 -6.2943 -0.08
C 4.6541 -3.0651 -5.4362 -0.09
C 4.6730 -2.4691 -4.1850 -0.10
C 4.6438 0.5376 -2.1248 -0.26
C 4.2074 1.6830 -1.4651 -0.06
C 5.0170 2.8101 -1.4262 -0.05
C 6.2572 2.7970 -2.0443 -0.08
C 6.6916 1.6571 -2.7128 -0.09
C 5.8857 0.5320 -2.7589 -0.08
C 1.7638 -3.6983 -1.6790 -0.29
C 2.3823 -4.5555 -2.5882 -0.09
C 1.6942 -5.0124 -3.6990 -0.08
C 0.3748 -4.6234 -3.9003 -0.08
C -0.2465 -3.7790 -2.9928 -0.06
C 0.4421 -3.3086 -1.8811 -0.05
C 3.4290 -4.4240 0.5716 -0.26
C 4.6329 -4.2986 1.2583 -0.08
C 5.1446 -5.3677 1.9793 -0.08
C 4.4506 -6.5691 2.0260 -0.08
C 3.2431 -6.6980 1.3537 -0.07
C 2.7326 -5.6311 0.6298 -0.07
H 4.8192 -2.7751 -1.4215 0.06
H 4.5631 -1.5928 -0.1336 0.08
H 1.7233 -0.8158 -4.3209 0.12
H 1.6890 -1.8756 -6.5599 0.11
H 3.5672 -3.3246 -7.2693 0.10
H 5.4762 -3.7008 -5.7427 0.10
H 5.5121 -2.6555 -3.5233 0.10
H 3.2139 1.7125 -1.0330 0.10
H 4.6541 3.7041 -0.9364 0.11
H 6.8806 3.6822 -2.0260 0.10
H 7.6521 1.6516 -3.2128 0.10
H 6.2204 -0.3406 -3.3071 0.09
H 3.4100 -4.8661 -2.4281 0.11
H 2.1858 -5.6673 -4.4076 0.10
H -0.1676 -4.9799 -4.7670 0.10
H -1.2737 -3.4747 -3.1471 0.11
H -0.0614 -2.6301 -1.2012 0.10
H 5.1774 -3.3620 1.2411 0.10
H 6.0819 -5.2592 2.5103 0.10
H 4.8472 -7.4010 2.5942 0.10
H 2.6907 -7.6281 1.3980 0.11
H 1.7842 -5.7337 0.1163 0.11
C 2.1578 4.4764 -4.8786 -0.13
C 2.3617 3.1393 -4.4689 -0.11
C 1.6891 2.6516 -3.3799 -0.08
C 0.7808 3.4430 -2.6219 -0.23
C 0.1242 2.8724 -1.4719 -0.15
C -0.7974 3.7257 -0.8826 -0.20
C -1.0622 5.0447 -1.3269 -0.13
C -0.3899 5.5780 -2.3921 -0.09
C 0.5570 4.7807 -3.0745 -0.20
C 1.2740 5.2683 -4.1999 -0.07
H 2.6929 4.8694 -5.7362 0.08
H 3.0503 2.5081 -5.0229 0.09
H 1.8090 1.6269 -3.0486 0.06
H -1.3624 3.3972 -0.0092 0.03
H -1.8052 5.6417 -0.8031 0.09
H -0.5752 6.5936 -2.7290 0.09
H 1.0980 6.2915 -4.5216 0.10
```